# C38H36N5OPRh

A structure of composition C38H36N5OPRh (the ωB97M-V functional and the def2-TZVPD basis, the OMol25 dataset).

Computed properties:
- total charge = +3
- 2S+1 = 5
- ⟨S²⟩ = 6.012
- LUMO (spin up / spin down) (eV) = -8.17 / -11.16
- frontier orbital gap (spin up / spin down) (eV) = 7.97 / 5.47
- strongest force on any atom (Eh/bohr) = 0.0047

Structure (XYZ):
```
82
C38H36N5OPRh | the OMol25 dataset | the ωB97M-V functional and the def2-TZVPD basis
Rh 0.51921 -0.58002 -0.48135
C 1.61327 -2.35832 -3.20861
C 2.22513 -0.96696 -3.36375
C 1.10030 0.00658 -3.53889
C 0.90828 0.69132 -4.72708
C -0.26652 1.39548 -4.93746
C -1.24439 1.38591 -3.95291
C -0.98410 0.72253 -2.77543
N 0.17314 0.06851 -2.55967
N 1.17333 -2.62305 -1.81511
C 2.30312 -3.22330 -1.07840
C 1.99836 -3.25041 0.38956
C 2.50039 -4.22427 1.23488
C 2.11484 -4.23167 2.56647
C 1.20404 -3.28216 3.01080
C 0.74710 -2.33872 2.11489
N 1.15971 -2.30729 0.84007
C 0.00871 -3.53489 -1.77287
C -1.31046 -2.93623 -1.34375
C -2.47594 -3.63665 -1.62271
C -3.67631 -3.21382 -1.08011
C -3.68349 -2.09871 -0.25048
C -2.49619 -1.43601 -0.04190
N -1.33457 -1.82496 -0.59554
H 2.32569 -3.13025 -3.51150
H 0.75120 -2.44618 -3.86909
H 2.85600 -0.94219 -4.25080
H 2.86346 -0.72383 -2.51304
H 1.67028 0.64188 -5.49345
H -0.42777 1.92070 -5.87016
H -2.19362 1.88421 -4.08621
H -1.71188 0.70410 -1.97708
H 3.19913 -2.63993 -1.27433
H 2.48852 -4.24158 -1.43520
H 3.17205 -4.97853 0.84598
H 2.49769 -4.98609 3.24156
H 0.84234 -3.27641 4.02956
H 0.02086 -1.59360 2.40929
H 0.21476 -4.33969 -1.06235
H -0.12023 -4.02385 -2.73959
H -2.43161 -4.52061 -2.24644
H -4.59011 -3.75656 -1.28440
H -4.59038 -1.75261 0.22534
H -2.44569 -0.57410 0.60726
O 3.52103 -0.61027 -0.33382
N 2.56535 0.28691 0.12860
C 3.03091 1.30104 0.75509
C 2.34003 2.39749 1.41620
C 3.20278 3.38020 1.91676
C 2.71995 4.48027 2.60436
C 1.35727 4.60283 2.81712
C 0.49057 3.63097 2.33316
C 0.95952 2.52947 1.62538
P -0.33893 1.38106 1.08001
C -1.35215 2.41392 -0.01292
C -0.69517 3.43582 -0.70917
C -1.38565 4.23262 -1.60902
C -2.73826 4.01909 -1.83396
C -3.39510 2.99060 -1.16918
C -2.70864 2.18633 -0.27270
C -1.16888 0.98706 2.63953
C -2.50571 1.25591 2.92812
C -3.01065 0.97480 4.19193
C -2.18956 0.44162 5.17261
C -0.84722 0.19958 4.90043
C -0.33914 0.47146 3.64288
H 4.40098 -0.32751 -0.03444
H 4.11792 1.37098 0.82838
H 4.27069 3.27750 1.76570
H 3.40494 5.22871 2.97913
H 0.96169 5.44936 3.36293
H -0.57223 3.74108 2.51627
H 0.35536 3.63410 -0.53703
H -0.86778 5.03297 -2.12154
H -3.28354 4.65583 -2.51883
H -4.45115 2.82289 -1.33732
H -3.25361 1.39476 0.21779
H -3.15520 1.72496 2.20571
H -4.04618 1.19690 4.41278
H -2.58693 0.23941 6.15876
H -0.19463 -0.17832 5.67701
H 0.71972 0.31989 3.45730
```